ORCA calculation (ωB97M-V/def2-TZVPD) on a structure of composition C8H24BCa2F6O4 in a non-equilibrium geometry.

Atoms and positions in Å:
Ca -1.791 2.685 -0.744
Ca -1.295 1.421 2.758
B 0.574 3.039 3.358
F 0.353 2.029 4.337
F 1.396 4.020 3.879
F 0.961 2.502 2.177
F -0.654 3.627 3.127
F -2.681 2.850 1.282
F -0.645 0.930 0.610
C 3.744 -0.161 0.127
C 3.127 1.240 -0.127
O 1.936 0.948 -0.855
H 3.739 -0.792 -0.762
H 3.121 -0.787 0.766
H 4.723 -0.042 0.590
H 3.915 1.898 -0.496
H 2.991 1.599 0.893
H 1.303 0.675 -0.187
C -0.668 -2.258 2.163
C -1.026 -1.793 3.593
O -0.487 -0.478 3.830
H 0.410 -2.112 2.102
H -1.064 -1.635 1.361
H -0.876 -3.299 1.917
H -0.587 -2.412 4.375
H -2.094 -1.884 3.788
H 0.344 -0.625 4.287
C -2.872 0.991 -4.233
C -3.138 0.136 -3.004
O -2.354 0.553 -1.880
H -1.849 0.787 -4.549
H -2.889 2.080 -4.192
H -3.706 0.778 -4.902
H -2.841 -0.870 -3.303
H -4.202 0.185 -2.773
H -1.577 0.001 -1.762
C 1.178 -1.681 -2.847
C 0.644 -2.122 -1.459
O -0.521 -1.332 -1.245
H 1.363 -0.611 -2.944
H 0.576 -1.952 -3.714
H 2.186 -2.090 -2.910
H 1.375 -1.781 -0.726
H 0.371 -3.175 -1.388
H -0.517 -1.080 -0.319

Computed properties:
Total energy, Ha: -2599.6579
ΔE to the lowest compared entry with this formula, charge and spin, kJ/mol: 177.2
Gap between HOMO and LUMO, eV: 8.214
HOMO, eV: -12.49
Charge: +1

Partial charges, natural (NBO), in e: 1.906 1.883 1.274 -0.581 -0.526 -0.547 -0.570 -0.935 -0.943 -0.625 -0.086 -0.747 0.207 0.181 0.215 0.193 0.177 0.485 -0.644 -0.086 -0.813 0.214 0.196 0.244 0.198 0.189 0.522 -0.647 -0.070 -0.860 0.219 0.193 0.240 0.201 0.186 0.532 -0.639 -0.065 -0.777 0.228 0.211 0.220 0.175 0.183 0.490